(P)
Molecular formula: C7H9Cl
Method: DFT, ωB97M-V/def2-TZVPD

Bonds (Å) are listed after each position.
CARTESIAN COORDINATES (ANGSTROEM)
1 C 0.804 0.256 -0.476  C2 1.445, C4 1.346, Cl17 1.867
2 C 0.823 -0.094 -1.878  C1 1.445, C3 1.439, H8 1.199
3 C -0.124 -1.103 -2.270  C2 1.439, H9 1.159, H10 1.034
4 C -0.165 0.061 0.437  C1 1.346, C5 1.540, H11 1.068
5 C -1.660 -0.284 0.301  C4 1.540, C6 1.663, C7 1.641, H12 1.212
6 C -2.238 -1.189 1.570  C5 1.663, C7 1.600, H13 1.145, H14 1.110
7 C -2.419 0.401 1.584  C5 1.641, C6 1.600, H15 1.287, H16 1.123
8 H 1.707 0.284 -2.595  C2 1.199
9 H -0.771 -1.652 -1.481  C3 1.159
10 H 0.019 -1.408 -3.248  C3 1.034
11 H 0.280 0.271 1.385  C4 1.068
12 H -2.221 -0.604 -0.726  C5 1.212
13 H -1.511 -1.843 2.165  C6 1.145
14 H -3.166 -1.720 1.270  C6 1.110
15 H -1.498 1.045 2.211  C7 1.287
16 H -3.430 0.887 1.523  C7 1.123
17 Cl 2.380 0.968 0.229  C1 1.867

Gap between HOMO and LUMO: 8.61 eV
Structure (SMILES): C=C/C(Cl)=C\C1CC1
LUMO level: 0.3 eV
Highest occupied orbital energy: -8.358 eV
2S+1: 1

Here is what Löwdin gives for the atomic charges, in e: atom 1 (C): -0.615, atom 2 (C): -0.169, atom 3 (C): 0.032, atom 4 (C): -0.164, atom 5 (C): -0.235, atom 6 (C): -0.122, atom 7 (C): -0.120, atom 8 (H): 0.139, atom 9 (H): 0.081, atom 10 (H): 0.009, atom 11 (H): 0.065, atom 12 (H): 0.150, atom 13 (H): 0.108, atom 14 (H): 0.078, atom 15 (H): 0.158, atom 16 (H): 0.086, atom 17 (Cl): 0.519

(Q)
Molecular formula: C7H9Cl
Method: DFT, ωB97M-V/def2-TZVPD

Bonds (Å) are listed after each position.
CARTESIAN COORDINATES (ANGSTROEM)
1 C -1.646 -2.624 -0.389  C2 1.201, H9 1.050
2 C -1.398 -1.482 -0.112  C1 1.201, C4 1.406
3 C -0.219 0.226 1.419  C4 1.501, C5 1.502, H10 1.079, H11 1.081
4 C -1.028 -0.166 0.217  C2 1.406, C3 1.501, C5 1.507, Cl8 1.958
5 C 0.347 0.424 0.042  C3 1.502, C4 1.507, C6 1.511, C7 1.513
6 C 0.484 1.820 -0.521  C5 1.511, H12 1.089, H13 1.088, H14 1.086
7 C 1.451 -0.507 -0.407  C5 1.513, H15 1.089, H16 1.087, H17 1.091
8 Cl -2.488 1.107 -0.070  C4 1.958
9 H -1.880 -3.620 -0.626  C1 1.050
10 H -0.555 1.093 1.967  C3 1.079
11 H 0.167 -0.569 2.042  C3 1.081
12 H 0.448 1.781 -1.609  C6 1.089
13 H 1.435 2.255 -0.222  C6 1.088
14 H -0.320 2.461 -0.173  C6 1.086
15 H 1.406 -0.668 -1.483  C7 1.089
16 H 1.381 -1.471 0.090  C7 1.087
17 H 2.417 -0.061 -0.166  C7 1.091

Gap between HOMO and LUMO: 10.31 eV
Structure (SMILES): C#C[C@@]1(Cl)CC1(C)C
LUMO level: 0.6 eV
Highest occupied orbital energy: -9.694 eV
2S+1: 1

Here is what Löwdin gives for the atomic charges, in e: atom 1 (C): 0.157, atom 2 (C): -0.147, atom 3 (C): -0.062, atom 4 (C): -0.595, atom 5 (C): -0.508, atom 6 (C): -0.063, atom 7 (C): -0.031, atom 8 (Cl): 0.525, atom 9 (H): 0.025, atom 10 (H): 0.106, atom 11 (H): 0.117, atom 12 (H): 0.090, atom 13 (H): 0.085, atom 14 (H): 0.042, atom 15 (H): 0.090, atom 16 (H): 0.081, atom 17 (H): 0.087

Stability summary - winner: (Q); margin: 2.182 eV.

(P)
Molecular formula: C6H31NO10
Method: DFT, ωB97M-V/def2-TZVPD

Bonds (Å) are listed after each position.
CARTESIAN COORDINATES (ANGSTROEM)
1 C -3.532 0.412 -0.123  C2 1.550, H8 1.104, H9 1.079, H10 1.084
2 C -3.189 -0.329 1.195  C1 1.550, C3 1.565, H11 1.086, H12 1.096
3 C -1.671 -0.492 1.538  C2 1.565, C4 1.539, H13 1.083, H14 1.076
4 C -0.659 -0.409 0.381  C3 1.539, C5 1.327, H15 1.079
5 C 0.597 -0.769 0.614  C4 1.327, N6 1.429, H16 1.068
6 N 1.715 -0.426 -0.207  C5 1.429, C7 1.266
7 C 1.703 -0.449 -1.472  N6 1.266, H17 1.088, H18 1.097
8 H -4.613 0.219 -0.243  C1 1.104
9 H -3.385 1.465 0.062  C1 1.079
10 H -2.947 0.151 -0.997  C1 1.084
11 H -3.662 0.196 2.020  C2 1.086
12 H -3.690 -1.299 1.095  C2 1.096
13 H -1.525 0.348 2.206  C3 1.083
14 H -1.664 -1.509 1.891  C3 1.076
15 H -1.079 0.017 -0.516  C4 1.079
16 H 0.955 -1.239 1.504  C5 1.068
17 H 0.891 -0.575 -2.184  C7 1.088
18 H 2.660 -0.180 -1.935  C7 1.097
19 H 2.823 -1.378 3.104  O21 0.984
20 H 1.703 -0.591 2.971  O21 0.976
21 O 2.627 -0.422 3.238  H19 0.984, H20 0.976
22 H -1.251 3.286 1.196  O24 0.950
23 H -0.760 2.085 0.194  O24 0.969
24 O -1.307 2.372 0.941  H22 0.950, H23 0.969
25 H 3.456 1.018 0.037  O27 0.968
26 H 2.946 2.415 0.377  O27 0.983
27 O 3.632 1.951 -0.153  H25 0.968, H26 0.983
28 H -0.243 2.559 -2.325  O30 0.965
29 H -1.792 2.556 -1.955  O30 0.959
30 O -0.939 2.146 -1.798  H28 0.965, H29 0.959
31 H 1.049 2.280 2.005  O33 0.967
32 H 2.520 2.309 2.375  O33 0.970
33 O 1.869 2.756 1.812  H31 0.967, H32 0.970
34 H 2.600 2.801 -2.224  O36 0.979
35 H 1.675 2.358 -1.305  O36 0.965
36 O 1.678 2.472 -2.262  H34 0.979, H35 0.965
37 H -2.016 -0.366 -4.044  O39 0.961
38 H -0.952 0.359 -3.083  O39 0.974
39 O -1.357 -0.484 -3.356  H37 0.961, H38 0.974
40 H -0.330 -3.361 -1.268  O42 0.970
41 H 0.843 -2.923 -0.515  O42 0.970
42 O 0.425 -3.750 -0.800  H40 0.970, H41 0.970
43 H -1.863 -1.751 -2.287  O45 0.978
44 H -3.068 -2.286 -1.456  O45 0.950
45 O -2.158 -2.454 -1.674  H43 0.978, H44 0.950
46 H -0.387 -3.432 3.125  O48 0.952
47 H 0.573 -3.302 1.857  O48 0.964
48 O 0.302 -2.929 2.703  H46 0.952, H47 0.964

Gap between HOMO and LUMO: 9.16 eV
Structure (SMILES): C=N/C=C/CCC.O.O.O.O.O.O.O.O.O.O
LUMO level: 0.0 eV
Highest occupied orbital energy: -9.116 eV
2S+1: 1

Here is what Löwdin gives for the atomic charges, in e: atom 1 (C): -0.118, atom 2 (C): -0.228, atom 3 (C): -0.171, atom 4 (C): -0.072, atom 5 (C): -0.184, atom 6 (N): -0.004, atom 7 (C): -0.037, atom 8 (H): 0.079, atom 9 (H): 0.046, atom 10 (H): 0.034, atom 11 (H): 0.100, atom 12 (H): 0.092, atom 13 (H): 0.094, atom 14 (H): 0.089, atom 15 (H): 0.065, atom 16 (H): 0.052, atom 17 (H): 0.074, atom 18 (H): 0.079, atom 19 (H): 0.054, atom 20 (H): 0.004, atom 21 (O): -0.076, atom 22 (H): 0.051, atom 23 (H): 0.011, atom 24 (O): -0.045, atom 25 (H): 0.013, atom 26 (H): -0.003, atom 27 (O): -0.086, atom 28 (H): 0.030, atom 29 (H): 0.070, atom 30 (O): -0.056, atom 31 (H): 0.037, atom 32 (H): 0.060, atom 33 (O): -0.052, atom 34 (H): 0.070, atom 35 (H): 0.014, atom 36 (O): -0.075, atom 37 (H): 0.070, atom 38 (H): 0.031, atom 39 (O): -0.052, atom 40 (H): 0.003, atom 41 (H): -0.006, atom 42 (O): -0.061, atom 43 (H): -0.010, atom 44 (H): 0.031, atom 45 (O): -0.056, atom 46 (H): 0.046, atom 47 (H): 0.036, atom 48 (O): -0.044

(Q)
Molecular formula: C6H31NO10
Method: DFT, ωB97M-V/def2-TZVPD

Bonds (Å) are listed after each position.
CARTESIAN COORDINATES (ANGSTROEM)
1 C 0.710 0.895 -1.240  O2 1.485, C3 1.484, H9 1.142, H10 1.116
2 O 2.151 0.622 -1.475  C1 1.485, H11 0.963
3 C 0.534 1.226 0.196  C1 1.484, C4 1.539, N8 1.479, H12 1.112
4 C -0.934 1.031 0.617  C3 1.539, C5 1.473, H13 1.103, H14 1.118
5 C -1.197 -0.359 1.028  C4 1.473, C6 1.320, H15 1.085
6 C -1.889 -0.826 2.050  C5 1.320, C7 1.538, H16 1.074
7 C -1.828 -2.329 2.371  C6 1.538, H17 1.112, H18 1.083, H19 1.097
8 N 1.027 2.582 0.526  C3 1.479, H20 1.035, H21 1.019
9 H 0.611 1.667 -2.077  C1 1.142
10 H 0.220 0.001 -1.694  C1 1.116
11 H 2.290 0.477 -2.417  O2 0.963
12 H 1.028 0.338 0.646  C3 1.112
13 H -1.630 1.320 -0.189  C4 1.103
14 H -1.230 1.772 1.400  C4 1.118
15 H -0.704 -1.052 0.354  C5 1.085
16 H -2.519 -0.219 2.672  C6 1.074
17 H -2.773 -2.758 1.974  C7 1.112
18 H -1.303 -2.884 1.604  C7 1.083
19 H -1.644 -2.461 3.445  C7 1.097
20 H 0.390 3.310 0.157  N8 1.035
21 H 1.969 2.632 0.141  N8 1.019
22 H 1.259 2.308 2.441  O24 0.994
23 H 0.368 2.984 3.353  O24 0.971
24 O 0.966 2.220 3.387  H22 0.994, H23 0.971
25 H -2.860 -2.718 -1.611  O27 0.967
26 H -2.082 -3.894 -1.160  O27 0.967
27 O -2.045 -3.191 -1.824  H25 0.967, H26 0.967
28 H 1.873 -1.804 0.172  O30 0.993
29 H 1.357 -1.232 -1.113  O30 0.961
30 O 1.248 -2.018 -0.570  H28 0.993, H29 0.961
31 H 0.924 0.437 3.568  O33 0.972
32 H -0.225 -0.736 3.706  O33 0.952
33 O 0.614 -0.459 3.353  H31 0.972, H32 0.952
34 H 0.829 -1.300 -3.414  O36 0.964
35 H 1.969 -0.395 -4.000  O36 0.961
36 O 1.018 -0.512 -3.937  H34 0.964, H35 0.961
37 H 3.372 1.736 -1.121  O39 0.995
38 H 2.958 3.021 -1.877  O39 0.962
39 O 3.581 2.705 -1.215  H37 0.995, H38 0.962
40 H -2.752 0.081 -1.942  O42 1.011
41 H -4.018 0.612 -0.870  O42 0.955
42 O -3.721 0.242 -1.699  H40 1.011, H41 0.955
43 H -2.026 1.386 -3.025  O45 0.963
44 H -1.919 -0.139 -3.482  O45 0.977
45 O -1.597 0.540 -2.858  H43 0.963, H44 0.977
46 H 1.908 -1.276 1.709  O48 0.994
47 H 2.882 -2.011 2.400  O48 0.969
48 O 2.841 -1.571 1.537  H46 0.994, H47 0.969

Gap between HOMO and LUMO: 9.07 eV
Structure (SMILES): C/C=C/C[C@H](N)CO.O.O.O.O.O.O.O.O.O
LUMO level: 0.1 eV
Highest occupied orbital energy: -8.956 eV
2S+1: 1

Here is what Löwdin gives for the atomic charges, in e: atom 1 (C): -0.195, atom 2 (O): -0.145, atom 3 (C): -0.358, atom 4 (C): -0.152, atom 5 (C): -0.153, atom 6 (C): -0.170, atom 7 (C): -0.088, atom 8 (N): 0.063, atom 9 (H): 0.146, atom 10 (H): 0.087, atom 11 (H): 0.068, atom 12 (H): 0.129, atom 13 (H): 0.103, atom 14 (H): 0.127, atom 15 (H): 0.097, atom 16 (H): 0.103, atom 17 (H): 0.073, atom 18 (H): 0.064, atom 19 (H): 0.076, atom 20 (H): 0.113, atom 21 (H): 0.056, atom 22 (H): 0.023, atom 23 (H): 0.054, atom 24 (O): -0.090, atom 25 (H): 0.027, atom 26 (H): 0.037, atom 27 (O): -0.064, atom 28 (H): -0.001, atom 29 (H): -0.024, atom 30 (O): -0.073, atom 31 (H): 0.013, atom 32 (H): 0.014, atom 33 (O): -0.055, atom 34 (H): 0.056, atom 35 (H): 0.047, atom 36 (O): -0.031, atom 37 (H): 0.024, atom 38 (H): 0.029, atom 39 (O): -0.093, atom 40 (H): -0.017, atom 41 (H): 0.023, atom 42 (O): -0.116, atom 43 (H): 0.087, atom 44 (H): 0.101, atom 45 (O): -0.047, atom 46 (H): 0.028, atom 47 (H): 0.067, atom 48 (O): -0.066

Stability summary - winner: (P); margin: 1.197 eV.